Below is a 27-piece molecular cluster, C78H215N5O32 overall at a distorted geometry, with properties calculated with ωB97M-V/def2-TZVPD.

Summary:
Kohn-Sham gap   8.49 eV
LUMO energy   0.018 hartree
Electronic energy   -157323.1714 eV

Geometry as ORCA input:
```
! wB97M-V def2-TZVPD RIJCOSX def2/J DEFGRID3
* xyz 0 1
C -7.7761 -5.6895 14.5964
O -7.7361 -5.3686 15.9550
H -8.0954 -4.8729 13.9489
H -6.8129 -6.0103 14.1997
H -8.3961 -6.5724 14.4408
H -8.6269 -5.1511 16.2391
C -15.0851 -19.0426 14.6420
O -15.7319 -17.8861 14.2919
H -15.0654 -19.6469 13.7350
H -14.0516 -18.9374 14.9721
H -15.7973 -19.4470 15.3612
H -15.1180 -17.3358 13.7999
C -13.2910 -18.2394 21.0211
O -14.3220 -18.8949 20.2654
H -13.5917 -17.4211 21.6755
H -12.8245 -18.9603 21.6925
H -12.5576 -17.8538 20.3130
H -15.1432 -18.4037 20.3418
C -11.2797 -12.1143 22.2163
O -10.4341 -12.1048 23.3191
H -11.5873 -11.0692 22.1839
H -10.7076 -12.3849 21.3288
H -12.0419 -12.8840 22.3380
H -10.7589 -12.7105 23.9894
C -19.0899 -16.5215 14.0133
O -18.7524 -17.8031 14.4194
H -18.8681 -15.7284 14.7273
H -18.5002 -16.2869 13.1272
H -20.1546 -16.3581 13.8463
H -17.7994 -17.8051 14.5355
C -16.9701 -17.4066 10.5457
O -16.1062 -16.2586 10.5135
H -17.1240 -17.8555 9.5644
H -16.6176 -18.1098 11.3003
H -17.9743 -17.0907 10.8283
H -16.6370 -15.4607 10.5700
C -10.6642 -15.1932 19.3342
O -9.9154 -15.0949 20.5252
H -10.0881 -15.1670 18.4092
H -11.4060 -15.9887 19.2642
H -11.3457 -14.3654 19.1382
H -9.1380 -14.6023 20.2524
C -7.4696 -11.1790 16.4687
O -8.2241 -12.1724 15.8890
H -6.5544 -10.9500 15.9228
H -7.8597 -10.2176 16.8028
H -7.1060 -11.6456 17.3842
H -7.7922 -13.0062 15.6894
C -19.7945 -12.5171 15.2018
O -19.2662 -12.9171 16.4780
H -19.6107 -11.4576 15.0236
H -19.0998 -12.9584 14.4872
H -20.8282 -12.8461 15.0956
H -19.7572 -13.6883 16.7710
C -16.4094 -14.6202 16.4368
O -15.0446 -14.2269 16.5262
C -14.0907 -14.7613 15.5961
C -12.7369 -14.0601 15.8886
N -12.3451 -12.8189 15.2896
C -13.2724 -11.6957 15.4452
C -13.3246 -11.2529 16.8988
O -12.2949 -10.2883 17.2760
C -10.9260 -10.5839 16.9247
H -16.7464 -14.5448 15.4030
H -16.8947 -13.8933 17.0882
H -16.5594 -15.6379 16.7973
H -14.4655 -14.4181 14.6318
H -13.9909 -15.8443 15.5239
H -12.0781 -14.8851 15.6176
H -12.5281 -13.8650 16.9405
H -11.4135 -12.5892 15.6049
H -14.2831 -12.0375 15.2224
H -13.2111 -10.8686 14.7379
H -13.5263 -12.0283 17.6378
H -14.2323 -10.6528 16.9621
H -10.5575 -11.5645 17.2257
H -10.1681 -9.9548 17.3916
H -10.7348 -10.5346 15.8527
C -15.9698 -26.3170 14.8152
O -16.1818 -25.7661 16.0253
C -16.1109 -26.6401 17.1439
C -16.3023 -25.6435 18.3605
N -15.1909 -24.6569 18.3289
C -15.5564 -23.3938 19.0145
C -14.3542 -22.3704 19.0112
O -13.8852 -22.0711 17.6718
C -13.2049 -20.8546 17.5107
H -15.0124 -26.8335 14.8827
H -16.0527 -25.5641 14.0314
H -16.7496 -27.0142 14.5085
H -15.0939 -26.9949 17.3113
H -16.7461 -27.5015 17.3502
H -16.3857 -26.1843 19.3032
H -17.2850 -25.2425 18.1122
H -15.0897 -24.2965 17.3909
H -16.1167 -23.6165 19.9226
H -16.3657 -22.9560 18.4302
H -13.6950 -22.7524 19.7908
H -14.7617 -21.4232 19.3645
H -12.1533 -21.1204 17.4028
H -13.1905 -20.1579 18.3489
H -13.4489 -20.2769 16.6192
C -8.2132 -19.9058 8.1774
O -7.7366 -19.6205 9.5032
C -7.0657 -20.7393 10.1493
C -7.0171 -20.3910 11.6938
N -8.4011 -20.2056 12.3518
C -8.2006 -20.0793 13.7936
C -9.4581 -20.4624 14.5773
O -10.2538 -19.2051 14.8774
C -10.9748 -18.7780 13.7617
H -8.6311 -19.0085 7.7208
H -8.8051 -20.7803 7.9075
H -7.3323 -20.1466 7.5824
H -6.0804 -20.9878 9.7548
H -7.5403 -21.7201 10.1184
H -6.5290 -19.4252 11.8247
H -6.4461 -21.1960 12.1563
H -8.8495 -19.3667 12.0122
H -7.8457 -19.0631 13.9648
H -7.4073 -20.6877 14.2280
H -9.2682 -20.6990 15.6242
H -10.1246 -21.0142 13.9143
H -11.7839 -18.0543 13.8603
H -11.4614 -19.5684 13.1903
H -10.3092 -18.3451 13.0149
C -16.5755 -7.4920 20.1536
O -16.2300 -8.6509 19.3680
C -15.5182 -9.7758 19.9549
C -13.9966 -9.3460 20.0354
N -13.8248 -8.6827 21.3555
C -12.4065 -8.3642 21.5214
C -12.1325 -7.6539 22.8740
O -12.6746 -8.3777 23.9965
C -12.4663 -7.7299 25.2178
H -15.5852 -7.0449 20.2397
H -16.8541 -7.7606 21.1726
H -17.1904 -6.7865 19.5947
H -15.6019 -10.6277 19.2802
H -15.8670 -10.1570 20.9147
H -13.7735 -8.6636 19.2153
H -13.3667 -10.2203 19.8715
H -14.0260 -9.4049 22.0322
H -12.0441 -7.5810 20.8555
H -11.8532 -9.3009 21.4550
H -12.5925 -6.6662 22.9036
H -11.0692 -7.4480 22.9962
H -13.0700 -8.0515 26.0664
H -12.7009 -6.6803 25.0401
H -11.5084 -7.9168 25.7031
C -14.9885 -13.4067 21.0677
O -16.2954 -13.6716 20.5867
C -16.5336 -14.9131 19.8970
C -16.9245 -16.0346 20.9451
N -17.1855 -17.2899 20.1650
C -17.3975 -18.4901 20.9464
C -17.8028 -19.6553 19.9634
O -18.6710 -19.1664 18.9382
C -19.3396 -20.1690 18.1824
H -14.2195 -13.4652 20.2975
H -14.7410 -14.1321 21.8426
H -14.8558 -12.3972 21.4569
H -15.6039 -15.2693 19.4533
H -17.3023 -14.8871 19.1247
H -17.8272 -15.7388 21.4797
H -16.0601 -16.2154 21.5839
H -17.6685 -17.2156 19.2811
H -18.2168 -18.3696 21.6551
H -16.4647 -18.7097 21.4658
H -18.2162 -20.5954 20.3287
H -16.9998 -20.2103 19.4783
H -19.7786 -19.5564 17.3949
H -20.0840 -20.7266 18.7506
H -18.6908 -20.8227 17.5994
C -6.2899 -14.6601 21.3733
C -6.4915 -13.9341 20.0586
C -6.3138 -15.0242 18.9339
O -7.7893 -13.4168 20.0343
H -6.6664 -15.6749 21.5022
H -6.8136 -14.0276 22.0901
H -5.2509 -14.5897 21.6951
H -5.9684 -12.9837 19.9530
H -6.9743 -15.8847 19.0409
H -5.3194 -15.4684 18.9783
H -6.4835 -14.5125 17.9866
H -7.9364 -12.7122 20.6694
C -6.5386 -16.7209 15.2692
C -7.7541 -15.9407 14.7244
C -8.9275 -15.7145 15.6005
O -7.2224 -14.5716 14.5220
H -6.1511 -16.2008 16.1452
H -5.7229 -16.7343 14.5463
H -6.7927 -17.7381 15.5674
H -8.0710 -16.4138 13.7949
H -8.5774 -15.3705 16.5738
H -9.5664 -16.5972 15.6274
H -9.5196 -14.9011 15.1810
H -6.7135 -14.5768 13.7081
C -9.0119 -15.4966 11.0297
C -8.4020 -16.6807 10.1784
C -6.9715 -16.9511 10.6859
O -9.1518 -17.8905 10.4036
H -9.3119 -15.8148 12.0281
H -9.8715 -15.0246 10.5538
H -8.3409 -14.6772 11.2874
H -8.3122 -16.3332 9.1491
H -7.0064 -16.9896 11.7747
H -6.2667 -16.1806 10.3735
H -6.5262 -17.8724 10.3102
H -8.7651 -18.6810 10.0198
C -18.5508 -11.1221 19.6753
C -18.5610 -11.2694 21.2073
C -19.8416 -10.6553 21.6591
O -18.5018 -12.6489 21.5490
H -18.5168 -10.1784 19.1309
H -19.4432 -11.5301 19.2007
H -17.6353 -11.6471 19.4026
H -17.8002 -10.6376 21.6657
H -20.0342 -9.7077 21.1559
H -19.9447 -10.5961 22.7426
H -20.6742 -11.3037 21.3863
H -17.6173 -12.9551 21.3356
C -19.7958 -16.3153 17.8303
C -21.0025 -15.4931 18.3171
C -20.5607 -14.4771 19.3161
O -21.4396 -14.7948 17.1538
H -18.9639 -15.6206 17.7143
H -19.9647 -16.9131 16.9347
H -19.6672 -16.9446 18.7109
H -21.6380 -16.2186 18.8249
H -19.9196 -13.6920 18.9151
H -20.1382 -14.9550 20.2000
H -21.4472 -13.9637 19.6883
H -22.3709 -14.5943 17.2731
C -18.4434 -11.7758 11.3019
C -18.4465 -13.3717 11.0696
C -19.6912 -13.9177 10.4614
O -17.3824 -13.8145 10.2396
H -19.3405 -11.4570 11.8326
H -18.3617 -11.0872 10.4609
H -17.7074 -11.6349 12.0934
H -18.2747 -13.7937 12.0598
H -19.7707 -13.5988 9.4221
H -20.5703 -13.5479 10.9890
H -19.5489 -14.9963 10.3934
H -17.3782 -13.2162 9.4888
C -10.7813 -11.8682 12.3842
C -9.5042 -11.0352 12.5163
C -8.4553 -11.5578 11.5673
O -9.8909 -9.7316 12.1475
H -11.5457 -11.3374 12.9518
H -10.6251 -12.8115 12.9074
H -11.1468 -11.9011 11.3578
H -9.2132 -10.9549 13.5636
H -8.9185 -11.5654 10.5806
H -8.1151 -12.5332 11.9150
H -7.6077 -10.8759 11.4999
H -10.2387 -9.1758 12.8487
C -18.2910 -7.6232 14.5622
C -16.7729 -7.6255 14.6276
C -16.3234 -9.0519 14.9962
O -16.1644 -7.0414 13.5120
H -18.7777 -8.2793 13.8405
H -18.4971 -6.5627 14.4174
H -18.7639 -7.7914 15.5298
H -16.4081 -6.9418 15.3940
H -16.9655 -9.7570 14.4682
H -16.4432 -9.0814 16.0792
H -15.3326 -9.2320 14.5791
H -16.3528 -7.4542 12.6659
C -8.1049 -9.9134 20.4175
C -7.7648 -9.8279 21.8751
C -8.6594 -8.9182 22.7272
O -7.8304 -11.1642 22.4080
H -7.3483 -10.5758 19.9968
H -7.8868 -8.9043 20.0681
H -9.1668 -10.0403 20.2068
H -6.6995 -9.5996 21.9081
H -9.6461 -9.3535 22.8857
H -8.7642 -7.9774 22.1868
H -8.3161 -8.7313 23.7447
H -8.7468 -11.1990 22.6917
C -4.1276 -6.6398 17.3227
C -5.1982 -6.7149 18.4796
C -5.3369 -5.3666 19.2555
O -6.4022 -7.1311 17.9088
H -4.3612 -5.8042 16.6629
H -4.1462 -7.4855 16.6352
H -3.0818 -6.6472 17.6298
H -4.8653 -7.4567 19.2056
H -6.0482 -4.7534 18.7022
H -4.3288 -4.9685 19.3712
H -5.8181 -5.5881 20.2081
H -6.6030 -6.4426 17.2707
C -12.3779 -16.7541 10.9006
C -12.9829 -15.6916 11.8443
C -13.3711 -14.3836 11.0963
O -14.0564 -16.4668 12.3961
H -13.1542 -17.3940 10.4811
H -11.8188 -17.4950 11.4722
H -11.5818 -16.4671 10.2136
H -12.3214 -15.5649 12.7013
H -14.4347 -14.3550 10.8596
H -12.7489 -14.2122 10.2179
H -13.2537 -13.5069 11.7333
H -14.7378 -16.5009 11.7207
C -13.6711 -9.4443 11.4561
C -14.2689 -9.8293 10.1383
C -14.2964 -11.3833 9.9391
O -15.5731 -9.2797 10.0308
H -13.8064 -8.4311 11.8348
H -12.5867 -9.5459 11.4973
H -14.0555 -10.0608 12.2686
H -13.7478 -9.4561 9.2567
H -14.6044 -11.5218 8.9028
H -14.8769 -12.0074 10.6186
H -13.3263 -11.8085 10.1962
H -15.8373 -9.1828 9.1130
C -12.2304 -5.5960 14.5422
C -12.2339 -6.0887 15.9895
C -13.4367 -7.0424 16.2025
O -10.9209 -6.6543 16.2260
H -13.2162 -5.1374 14.4651
H -12.1321 -6.4402 13.8597
H -11.6191 -4.7389 14.2598
H -12.4574 -5.2866 16.6929
H -14.4401 -6.6900 15.9635
H -13.5428 -7.4567 17.2051
H -13.3280 -7.9872 15.6699
H -10.7268 -6.8099 17.1532
*
```

Below is a 9-piece molecular cluster, C34H81N7O2S2 overall at a distorted geometry, with properties calculated with ωB97M-V/def2-TZVPD.

Summary:
Kohn-Sham gap   7.88 eV
LUMO energy   0.004 hartree
Electronic energy   -72759.3112 eV

Geometry as ORCA input:
```
! wB97M-V def2-TZVPD RIJCOSX def2/J DEFGRID3
* xyz 0 1
C 0.0830 -2.6329 -5.8165
C 0.5578 -2.1304 -7.2395
N 0.7077 -0.6598 -7.1029
C 0.3901 0.1470 -8.2996
C -1.1361 0.1659 -8.7163
C 2.0663 -0.3791 -6.5951
C 2.1360 1.0022 -5.8535
H -0.8093 -2.0677 -5.5475
H 0.8689 -2.5976 -5.0620
H -0.2565 -3.6540 -5.9901
H 1.5260 -2.5365 -7.5322
H -0.1049 -2.4205 -8.0549
H 0.6965 1.1703 -8.0826
H 1.0331 -0.1238 -9.1370
H -1.5691 -0.7932 -9.0006
H -1.6136 0.3984 -7.7644
H -1.6110 0.9119 -9.3535
H 2.8197 -0.3962 -7.3827
H 2.2954 -1.1351 -5.8441
H 1.5704 0.9871 -4.9219
H 1.9895 1.8810 -6.4816
H 3.1564 0.8842 -5.4887
C 0.4640 -1.0562 -0.5218
C -0.0918 -1.5951 0.7967
N -1.4744 -1.1938 1.1518
C -2.5285 -1.5043 0.2118
C -2.9170 -0.3446 -0.6884
C -1.8619 -1.6033 2.4968
C -1.9769 -3.1497 2.7641
H -0.1907 -1.1410 -1.3892
H 1.4738 -1.4093 -0.7307
H 0.7103 0.0047 -0.4760
H -0.1748 -2.6803 0.7379
H 0.5663 -1.4704 1.6566
H -2.2494 -2.3789 -0.3758
H -3.4577 -1.8211 0.6855
H -3.6728 0.3334 -0.2920
H -2.0859 0.3404 -0.8560
H -3.3500 -0.8546 -1.5490
H -2.8135 -1.2094 2.8539
H -1.1383 -1.1562 3.1783
H -2.2477 -3.1576 3.8199
H -1.0147 -3.6384 2.6111
H -2.8403 -3.6625 2.3401
C 4.1674 4.3899 -0.6202
C 3.9123 4.3187 0.9174
N 3.7998 5.7175 1.4088
C 5.1612 6.4146 1.4304
C 5.0444 7.9417 1.9048
C 2.9376 5.6202 2.5724
C 3.5008 5.0131 3.8227
H 3.3849 4.9074 -1.1751
H 4.2576 3.3905 -1.0457
H 5.1000 4.9207 -0.8117
H 2.9862 3.7448 0.9500
H 4.7240 3.7563 1.3790
H 5.7895 5.7703 2.0453
H 5.5868 6.5270 0.4332
H 4.0481 8.3289 1.6914
H 5.2075 8.0014 2.9809
H 5.8071 8.5286 1.3929
H 2.0635 5.0151 2.3314
H 2.5979 6.6086 2.8816
H 2.7448 4.9627 4.6064
H 4.3761 5.4024 4.3426
H 3.6646 3.9675 3.5620
C 5.3632 0.0586 7.1691
C 5.1493 -1.3511 6.5545
N 4.1240 -1.3343 5.5883
C 4.1811 -2.3683 4.5029
C 5.1298 -1.7951 3.3347
C 2.7621 -1.0373 6.0656
C 2.0640 -2.2571 6.6587
H 4.5010 0.6957 7.3659
H 6.0314 0.6276 6.5227
H 5.7474 -0.1962 8.1568
H 6.0745 -1.7670 6.1557
H 4.8986 -2.0862 7.3192
H 3.1792 -2.7247 4.2635
H 4.5994 -3.2596 4.9706
H 4.8040 -0.8039 3.0195
H 5.0078 -2.4345 2.4604
H 6.1367 -1.9048 3.7373
H 2.9200 -0.3005 6.8532
H 2.1885 -0.6213 5.2374
H 1.7293 -2.9499 5.8866
H 2.6632 -2.6329 7.4880
H 1.1608 -1.7679 7.0235
C 7.2032 -6.0975 -1.1822
C 6.4274 -5.1211 -1.8707
N 5.7898 -4.3243 -2.4438
H 6.4422 -6.6595 -0.6408
H 7.9453 -5.5984 -0.5591
H 7.6321 -6.8290 -1.8670
C -1.8952 4.5872 -4.9204
C -1.6359 4.9205 -6.3813
N -1.5630 5.2324 -7.5007
H -2.1521 3.5280 -4.9058
H -2.7240 5.2435 -4.6547
H -0.9772 4.7320 -4.3508
C -7.0524 -9.2778 4.2860
C -6.5586 -7.9832 4.7007
N -6.1084 -6.9774 5.0569
H -6.4257 -9.8600 3.6104
H -7.9525 -9.1054 3.6960
H -7.2568 -9.8722 5.1765
C -7.2322 -4.7480 -0.3925
S -9.0008 -4.5446 -0.0567
O -9.7284 -5.8780 0.2588
C -8.8396 -3.5933 1.5626
H -7.0348 -5.1942 -1.3672
H -6.8340 -5.2712 0.4769
H -6.9193 -3.7053 -0.4464
H -9.8389 -3.2674 1.8514
H -8.2968 -2.6772 1.3299
H -8.4820 -4.2652 2.3428
C -8.3929 6.3953 -1.8796
S -6.6856 6.3468 -2.7099
O -6.0603 7.7839 -2.6051
C -5.8771 5.2347 -1.4261
H -8.9816 7.2063 -2.3081
H -8.2508 6.5607 -0.8116
H -8.9177 5.4414 -1.9312
H -6.1168 5.5187 -0.4014
H -4.8162 5.2448 -1.6762
H -6.0342 4.1635 -1.5525
*
```